Density functional theory data (ωB97M-V with the def2-TZVPD basis set) for a 2-piece molecular cluster, C3H5F2OP overall at a distorted geometry.

Computed properties:
* <S²>: 2.010
* frontier orbital gap (spin up / spin down): 8.6641 / 7.2008 eV
* energy: -19959.240 eV
* total charge: 0
* energy relative to the best compared isomer or geometry (same formula, charge and spin): 0.0 kJ/mol
* E_LUMO (spin up / spin down): 0.862 / -2.723 eV
* multiplicity: 3

Last column: Löwdin charge in e.
CARTESIAN COORDINATES (ANGSTROEM)
1 C 1.22743 0.58422 -0.46607  -0.09
2 C 1.06895 -0.51334 0.62524  -0.07
3 C 0.17997 -1.46583 0.43605  -0.38
4 O -3.07982 1.20453 0.66942  -0.55
5 F -0.27026 -2.31981 1.41902  0.07
6 F -0.41325 -1.77097 -0.70968  0.10
7 P -2.68603 1.37693 -0.72336  0.70
8 H 0.68608 0.16525 -1.39454  0.09
9 H 2.23235 0.90559 -0.78326  0.07
10 H 1.57382 -0.52675 1.60698  0.12
11 H 0.76010 1.39578 0.04754  0.04
12 H -1.27934 0.96441 -0.72733  -0.11